(1)
{"formula": "C5H12FNP", "method": "ωB97M-V/def2-TZVPD", "elements": ["P", "F", "N", "C", "C", "C", "C", "C", "H", "H", "H", "H", "H", "H", "H", "H", "H", "H", "H", "H"], "coordinates": [[1.751, -0.968, 0.021], [0.525, 0.425, -1.946], [-1.667, -0.963, 0.464], [2.692, 0.511, 0.707], [-0.953, -1.126, -0.852], [0.128, -0.068, -0.688], [-0.401, 1.071, 0.137], [-1.778, 0.521, 0.620], [3.698, 0.176, 0.974], [-2.576, 0.846, 0.041], [-1.547, -0.874, -1.619], [-2.565, -1.505, 0.498], [2.580, -0.950, -1.237], [-0.643, 1.925, -0.551], [-1.166, -1.329, 1.224], [2.644, 1.206, -0.161], [2.146, 0.820, 1.597], [-2.121, 0.923, 1.616], [0.351, 1.356, 0.852], [-0.548, -2.106, -0.790]], "forces_ev_per_angstrom": [[0.62, 0.67, -0.82], [-0.65, -0.26, 0.15], [-2.56, 0.37, -1.00], [-1.10, -0.76, -1.01], [2.50, 0.03, 3.81], [3.00, -0.47, -1.20], [-1.74, 0.15, -0.97], [0.92, 1.31, 2.50], [-0.15, 0.27, -0.18], [-1.16, 0.41, -1.75], [-2.49, 0.44, -2.80], [0.64, 0.92, -0.23], [-1.36, -0.27, 1.12], [0.58, -0.65, 0.68], [1.55, -0.82, 1.26], [0.48, 0.08, 1.13], [0.37, 0.42, -0.03], [0.77, -1.20, -0.48], [-0.40, 0.35, 0.66], [0.19, -0.98, -0.85]], "lowdin_charge": [0.936, -0.045, 0.086, -0.337, -0.065, -0.616, -0.087, -0.078, 0.041, 0.108, 0.112, 0.217, 0.002, 0.158, 0.147, 0.051, 0.018, 0.160, 0.084, 0.109], "gap_ha": 0.3446, "charge": 1, "e_above_lowest_kj_mol": 45.9}

---

(2)
{"formula": "C5H12GdINO3S", "method": "ωB97M-V/def2-TZVPD", "elements": ["Gd", "I", "S", "O", "O", "O", "N", "C", "C", "C", "C", "C", "H", "H", "H", "H", "H", "H", "H", "H", "H", "H", "H", "H"], "coordinates": [[0.586, 1.693, -1.554], [-0.615, -0.187, -2.915], [2.121, -1.564, -0.018], [0.872, -2.047, -1.014], [1.608, -1.469, 1.301], [2.098, 0.215, -0.509], [0.700, 1.606, 0.808], [-0.330, -1.450, -0.955], [-2.812, -1.599, -0.507], [0.645, 3.037, 1.306], [2.084, 1.125, 0.626], [-1.538, -2.342, -0.899], [-1.240, -3.061, -0.127], [2.513, 0.672, 1.517], [0.002, 3.086, 2.177], [-3.628, -1.804, -1.193], [-0.370, -0.701, -0.155], [-3.135, -1.894, 0.487], [-1.660, -2.886, -1.835], [0.228, 1.007, 1.484], [0.210, 3.698, 0.549], [2.719, 1.969, 0.344], [1.633, 3.404, 1.574], [-2.691, -0.510, -0.492]], "forces_ev_per_angstrom": [[1.76, 2.34, 1.26], [-1.55, -1.99, -1.87], [0.12, -0.30, 0.02], [0.54, 0.33, -0.48], [-0.08, -0.03, 0.01], [-0.65, 0.24, -0.12], [0.22, 0.18, 0.29], [-0.42, -0.76, 1.51], [-0.18, 0.18, 0.03], [-0.17, -0.19, 0.00], [0.41, 0.12, -0.09], [0.04, 0.13, -0.43], [-0.02, -0.15, -0.05], [-0.06, -0.10, 0.08], [-0.07, 0.05, 0.06], [-0.03, -0.09, -0.03], [-0.09, 0.29, -0.24], [-0.05, -0.01, 0.07], [0.13, -0.29, 0.07], [-0.12, -0.05, -0.11], [0.01, 0.06, -0.07], [0.14, 0.01, 0.03], [0.06, -0.03, 0.05], [0.07, 0.04, 0.02]], "lowdin_charge": [1.559, 1.186, 1.236, -0.286, -0.270, -0.494, -0.217, -0.583, -0.059, -0.010, -0.276, -0.228, 0.164, 0.162, 0.125, 0.104, 0.079, 0.106, 0.137, 0.148, 0.088, 0.147, 0.117, 0.065], "gap_ha": [0.2386, 0.3538], "multiplicity": 8, "charge": 3}

---

(3)
{"formula": "C5H12I2O2PPtS6Sb", "method": "ωB97M-V/def2-TZVPD", "elements": ["Pt", "I", "I", "Sb", "S", "S", "S", "S", "S", "S", "P", "O", "O", "C", "C", "C", "C", "C", "H", "H", "H", "H", "H", "H", "H", "H", "H", "H", "H", "H"], "coordinates": [[0.483, -0.476, -0.040], [-0.138, 1.192, -2.251], [-2.652, 2.450, 0.035], [-0.860, -2.877, 1.978], [0.925, 1.532, 1.511], [3.009, 0.070, -0.553], [1.265, -2.329, 0.976], [-1.454, -1.514, -0.127], [-0.389, -2.571, 4.181], [-1.247, -5.074, 1.657], [2.823, 1.289, 0.986], [3.528, 2.675, 0.602], [3.695, 0.932, 2.259], [2.435, 4.814, 0.926], [4.723, -1.234, 2.646], [-1.185, 2.827, -1.404], [3.430, 3.816, 1.474], [3.551, -0.336, 2.958], [3.499, -0.092, 4.018], [4.754, -1.450, 1.578], [2.616, -0.818, 2.678], [3.154, 3.493, 2.479], [-1.663, 3.330, -2.234], [2.422, 5.710, 1.552], [4.431, 4.245, 1.513], [5.666, -0.766, 2.937], [-0.418, 3.440, -0.948], [4.604, -2.176, 3.185], [1.436, 4.379, 0.912], [2.708, 5.099, -0.092]], "forces_ev_per_angstrom": [[1.43, 0.28, -0.68], [-0.20, -0.10, 0.09], [-0.18, -0.24, 0.20], [0.84, -1.05, -0.25], [-0.50, -0.17, -0.06], [-0.50, -0.17, 0.10], [0.30, -0.12, 0.16], [-0.89, -0.17, 1.01], [-0.52, 0.79, -0.01], [-0.46, 0.09, -0.38], [0.39, 0.59, -0.07], [-0.13, 0.02, -0.09], [0.29, -0.26, 0.16], [0.01, 0.00, -0.05], [0.04, 0.05, -0.09], [0.27, 0.33, -0.23], [-0.03, -0.08, 0.00], [-0.12, -0.03, 0.04], [0.02, 0.08, 0.01], [-0.02, -0.03, 0.03], [-0.07, 0.05, -0.01], [0.01, 0.01, 0.02], [0.05, 0.09, -0.01], [-0.01, -0.02, -0.03], [0.04, -0.01, 0.05], [-0.02, -0.03, 0.02], [-0.05, 0.05, 0.02], [0.02, 0.03, -0.01], [-0.01, 0.02, 0.01], [0.00, 0.01, 0.03]], "lowdin_charge": [-0.059, 0.839, 0.737, -0.104, 0.250, 0.223, -0.092, -0.153, -0.258, -0.274, -0.168, -0.335, -0.327, -0.087, -0.082, -1.195, -0.296, -0.285, 0.120, 0.058, 0.025, 0.104, -0.050, 0.077, 0.116, 0.074, -0.059, 0.083, 0.039, 0.079], "gap_ha": [0.2231, 0.1985], "multiplicity": 2, "charge": -1, "e_above_lowest_kj_mol": 85.4}

---

(4)
{"formula": "C5H12IO2P", "method": "ωB97M-V/def2-TZVPD", "elements": ["I", "P", "O", "O", "C", "C", "C", "C", "C", "H", "H", "H", "H", "H", "H", "H", "H", "H", "H", "H", "H"], "coordinates": [[-3.941, 0.114, -0.467], [-2.729, -1.062, 1.299], [-1.848, -2.114, 0.389], [-1.090, 1.176, 1.569], [0.373, -0.872, 0.350], [1.389, 0.918, -1.156], [0.056, 1.531, 0.850], [-0.554, -1.962, -0.228], [0.166, 0.534, -0.317], [-0.222, -3.031, -0.170], [0.905, 1.623, -1.879], [0.082, 2.496, 0.479], [-0.622, 0.421, -0.992], [-1.768, 1.582, 1.109], [2.089, 1.367, -0.602], [1.798, -0.052, -1.643], [0.773, 1.606, 1.625], [0.099, -0.686, 1.338], [-0.792, -1.722, -1.374], [-3.673, -2.147, 1.343], [1.289, -1.336, 0.144]], "forces_ev_per_angstrom": [[-0.33, 0.43, -0.36], [-0.05, -1.90, -0.24], [0.34, 0.43, 0.27], [1.05, -0.09, 1.67], [-2.40, -0.21, -2.25], [-3.45, -2.70, -3.32], [-0.99, -1.75, -0.80], [-1.47, 0.00, -1.86], [4.10, -1.32, 2.19], [0.47, 1.19, -0.13], [1.34, -0.45, 0.00], [-0.72, 2.38, -0.94], [-1.95, 0.58, -0.53], [-2.78, 1.07, -1.14], [2.87, 1.69, 1.96], [-0.51, 1.95, 0.35], [1.80, -0.99, 0.19], [0.24, -0.62, 2.04], [0.68, -0.53, 2.16], [-0.24, 0.71, 0.34], [1.99, 0.12, 0.37]], "lowdin_charge": [0.334, 0.502, -0.584, -0.152, -0.143, -0.052, -0.230, -0.233, -0.335, 0.127, 0.099, 0.101, 0.082, -0.013, 0.025, 0.117, 0.126, 0.073, 0.152, -0.090, 0.094], "gap_ha": 0.3373, "e_above_lowest_kj_mol": 88.6}

---

(5)
{"formula": "C5H12N", "method": "ωB97M-V/def2-TZVPD", "elements": ["N", "C", "C", "C", "C", "C", "H", "H", "H", "H", "H", "H", "H", "H", "H", "H", "H", "H"], "coordinates": [[-0.477, 1.182, -0.007], [0.253, -2.737, -1.110], [0.953, 1.456, -0.124], [-1.100, 1.385, 1.386], [-0.472, -2.764, -0.007], [1.014, -2.355, -2.101], [1.219, 2.539, 0.382], [-1.959, 0.676, 1.363], [0.851, -2.789, -2.990], [-0.421, -3.536, 0.693], [-0.366, 1.097, 2.057], [1.871, -1.761, -1.965], [1.268, 1.391, -1.174], [-0.438, 0.157, -0.304], [-0.981, 1.838, -0.620], [-1.261, -2.073, 0.093], [1.530, 0.772, 0.391], [-1.391, 2.432, 1.598]], "forces_ev_per_angstrom": [[0.02, -0.52, 0.26], [-0.02, 1.46, 1.35], [1.19, 4.91, 0.23], [-1.41, -0.59, -1.85], [0.94, -0.09, -2.01], [-0.72, -0.25, 2.65], [-0.73, -2.64, -1.62], [0.49, 0.83, 0.54], [-0.43, -1.24, -3.37], [0.23, -1.09, 1.04], [1.19, -0.73, 1.51], [0.94, 0.67, 0.26], [-0.28, 0.39, 0.30], [-1.46, 1.46, 0.25], [0.06, -1.02, -0.33], [-1.00, 0.71, 0.13], [0.83, -1.68, 1.33], [0.16, -0.60, -0.65]], "lowdin_charge": [-0.050, -0.136, -0.045, 0.037, 0.003, 0.021, 0.176, 0.118, 0.024, 0.044, 0.070, 0.054, 0.111, 0.174, 0.182, 0.029, 0.068, 0.121], "gap_ha": 0.3626, "charge": 1, "e_above_lowest_kj_mol": 345.6}

---

(6)
{"formula": "C5H12N", "method": "ωB97M-V/def2-TZVPD", "elements": ["N", "C", "C", "C", "C", "C", "H", "H", "H", "H", "H", "H", "H", "H", "H", "H", "H", "H"], "coordinates": [[0.445, 0.950, -1.699], [0.707, -1.033, -0.364], [0.978, -0.499, -1.795], [-0.544, -0.677, 0.494], [-0.422, -0.011, 1.870], [-1.252, 1.027, 2.167], [0.585, -2.111, -0.350], [0.369, -0.936, -2.617], [-1.184, -1.543, 0.514], [1.542, -0.805, 0.181], [0.365, -0.172, 2.521], [-0.545, 1.015, -1.955], [0.648, 1.246, -0.803], [0.758, 1.541, -2.418], [-1.250, 1.573, 3.113], [-2.108, 1.394, 1.510], [-1.188, -0.122, -0.223], [2.089, -0.577, -1.812]], "forces_ev_per_angstrom": [[-0.56, -2.01, -2.79], [-2.17, -1.79, -0.07], [-1.39, -0.03, 1.38], [-0.94, 0.84, -1.49], [-2.64, 2.79, -2.34], [-0.58, -0.47, -0.64], [0.95, -0.25, -0.66], [1.00, -0.09, 0.57], [0.12, -0.76, 0.64], [2.31, 0.45, 1.47], [1.48, -0.97, 1.13], [-0.27, -0.60, 1.10], [0.19, 1.55, 2.39], [1.77, 1.31, -0.96], [0.41, -0.37, -0.15], [1.32, -0.84, 0.60], [-0.03, 0.61, 0.99], [-0.97, 0.63, -1.15]], "lowdin_charge": [0.206, -0.181, -0.065, -0.202, -0.137, 0.013, 0.124, 0.144, 0.108, 0.081, 0.074, 0.175, 0.124, 0.147, 0.060, 0.084, 0.098, 0.148], "gap_ha": 0.3504, "charge": 1, "e_above_lowest_kj_mol": 254.9}